Entry 1:
This record from OMol25 describes a structure of composition C35H42BrHgNO5 in a non-equilibrium geometry. The level of theory is ωB97M-V with the def2-TZVPD basis set.

XYZ file:
```
85
Properties=species:S:1:pos:R:3:forces:R:3
C -4.8421 -3.1987 0.9060 0.0003 0.5126 -0.3822
C -5.5448 -1.9549 0.1218 -0.1691 -1.0116 -0.0617
O -5.6281 -0.7576 0.9271 1.1608 0.1445 -1.0197
C -5.3865 0.4343 0.1366 -1.0425 0.7306 -0.5793
C -5.2687 1.7584 1.0266 -1.0479 0.2196 -0.2062
N -3.9031 2.0231 1.5903 2.0650 -0.7541 -0.6314
C -3.0560 0.8269 1.8663 -0.4411 -0.4665 0.7516
O -3.1635 0.1023 2.8749 0.5482 2.2368 -3.8624
C -2.0333 0.7878 0.6498 2.5107 0.8802 -2.9226
C -1.1324 -0.3284 0.0848 -0.0278 2.0453 -0.7969
C -1.2291 -1.7685 0.7933 -1.0604 0.6096 -0.3783
C -0.6926 -1.7951 2.3107 0.8392 -0.4067 -0.0863
C 0.3183 -0.6137 2.6955 -0.1951 -0.2707 0.2871
Br 0.5714 -0.7396 4.6961 -0.0009 0.1018 -1.1994
C -0.2013 -0.0306 -1.1480 -1.8972 2.6347 1.4837
C 0.6982 -1.2017 -1.7465 -0.8707 -0.4446 -0.0883
C 1.6473 -1.9340 -0.6719 0.2027 -1.4084 -0.0497
C 1.5426 -3.5428 -0.7641 0.0818 -3.2272 0.4492
C 1.6489 -4.4478 0.5187 -0.4204 -0.5323 -3.1801
C 1.5682 -5.9937 0.4086 0.9016 2.2580 -0.5699
C 1.3696 -6.7531 -0.9808 0.2810 3.0356 -1.8962
C 1.2543 -5.8541 -2.2676 0.5313 1.8653 3.1712
C 1.3615 -4.3123 -2.1339 0.1105 -2.1681 1.9222
C -0.1944 1.4161 -1.7864 -1.6589 -0.1946 1.8838
C 0.7784 1.6949 -3.0243 -0.0883 -1.2134 0.6206
C 2.3353 1.7268 -2.5276 0.0090 1.4937 -1.8536
C 3.2022 2.8108 -3.3805 0.0742 -1.2875 -0.0505
O 2.4759 2.1100 -1.1407 0.7890 -1.8240 -0.5779
C 2.9980 1.0469 -0.3192 0.2612 0.4437 2.2883
C 3.9383 1.5830 0.8849 1.8604 0.8311 1.7596
C 3.4067 2.5067 2.0273 3.9505 -1.1295 0.4862
C 4.4046 2.9245 3.1552 0.8126 -1.5522 -2.0710
C 5.8840 2.4792 3.1752 -2.1384 -1.2807 -2.9469
C 6.4047 1.5397 2.0306 -3.8901 1.0452 -0.3849
C 5.4198 1.1202 0.9124 -1.0298 1.6560 2.3585
C -1.1174 2.5664 -1.2279 -0.1362 -2.9556 1.6429
C -1.1917 4.0330 -1.8491 0.3568 -0.5568 -0.1457
C -0.9952 5.2188 -0.7856 -0.8456 1.4907 -0.0084
O -0.4113 4.7958 0.4731 -0.8777 0.4702 -0.4408
C -2.0122 2.1864 -0.0275 1.2945 -2.1401 -0.0407
C -3.0925 3.0034 0.8095 -1.0469 1.6869 0.0229
O -3.3593 4.2195 0.8864 1.1617 -4.2848 -0.8015
H -4.5141 -2.8565 1.9498 -0.5392 -0.5679 -1.4849
H -5.5306 -4.1183 0.9616 0.9863 1.5611 0.0575
H -3.9211 -3.5030 0.2919 -1.1584 0.3246 0.9800
H -4.9496 -1.7427 -0.8302 -0.8263 -0.2489 1.1660
H -6.6017 -2.2848 -0.1574 1.3471 0.5647 0.1773
H -4.4722 0.3461 -0.5509 -1.0167 -0.0692 1.0512
H -6.2970 0.5703 -0.5678 1.3574 -0.0262 1.0461
H -5.5024 2.6529 0.3316 0.3223 -1.4358 1.1946
H -6.0256 1.7820 1.8875 1.0303 -0.2783 -1.3837
H -2.3599 -2.0080 0.8390 1.7931 0.3883 -0.0776
H -0.7785 -2.6132 0.1442 -0.4828 1.4703 0.9411
H -0.1192 -2.7922 2.4538 -0.8269 1.5023 -0.0796
H -1.5549 -1.8203 3.0539 1.1454 0.2934 -1.1473
H 1.3732 -0.7269 2.2619 -1.6100 0.2077 0.5737
H -0.0792 0.4364 2.5104 0.4864 -1.5867 0.1719
H -0.0393 -1.9921 -2.1643 1.1025 1.2462 0.6540
H 1.3548 -0.9000 -2.6306 -1.1134 -0.0889 1.3381
H 2.7427 -1.6856 -0.8954 -1.4593 -0.4075 0.3180
H 1.4472 -1.6322 0.4108 0.1697 -0.4694 -1.5864
H 1.7795 -3.9292 1.5389 -0.2321 -1.1322 -1.7221
H 1.6543 -6.6208 1.3717 0.5772 1.0364 -1.5708
H 1.3240 -7.8997 -1.0852 0.5764 1.9164 0.3053
H 1.1072 -6.3510 -3.2860 0.2724 0.8571 1.6644
H 1.3039 -3.7122 -3.1041 0.0815 -0.9113 1.5875
H 0.6755 0.7774 -3.7235 0.1438 1.5631 0.9512
H 0.4990 2.5988 -3.6585 0.3384 -1.1285 1.2197
H 2.7763 0.7083 -2.7963 -0.4313 1.1805 0.8743
H 2.9932 2.7012 -4.5046 0.1329 0.2353 1.6435
H 3.0041 3.8764 -3.0323 0.2831 -1.5192 -0.4035
H 4.3037 2.4980 -3.2389 -1.6438 0.8884 -0.0918
H 2.0920 0.5638 0.2108 1.2591 0.3801 -0.8365
H 3.6246 0.2705 -0.8733 -0.9033 1.1189 0.4204
H 2.3272 2.8626 2.0692 1.6667 -0.5402 -0.1779
H 4.0316 3.5936 4.0154 0.6256 -1.2077 -1.6387
H 6.6234 2.8098 3.9823 -1.4281 -0.4924 -1.2642
H 7.4785 1.1713 2.0030 -1.6397 0.6258 0.0881
H 5.7470 0.4149 0.0684 -0.3477 1.2665 1.4709
H -2.2105 4.1267 -2.3889 1.5783 -0.0420 1.0275
H -0.3968 4.1659 -2.6572 -1.0683 -0.4501 1.1525
H -0.3371 6.0841 -1.1848 -0.9293 -1.6712 0.1283
H -2.0294 5.7042 -0.6033 1.6359 -0.9633 -0.1804
H -0.7993 5.3861 1.1564 0.3738 -0.6655 -0.6432
Hg -0.5173 -6.6015 0.2407 -2.5469 -0.0074 0.1904
```
Positions in Å, forces in eV/Å.

Calculated values
Calculated total energy = -4515.969021 Ha
HOMO energy = -12.478 eV
Gap between HOMO and LUMO = 1.5 eV
Spin multiplicity = 1
Net charge = +2
Relative energy (zero: lowest compared OMol25 entry of this formula, charge and spin) = 10.106 eV

Löwdin atomic charge list, values in e, 4 entries: C -0.086; C -0.240; O -0.184; C -0.188

Entry 2:
This record from OMol25 describes a structure of composition C35H42BrHgNO5 in a non-equilibrium geometry. The level of theory is ωB97M-V with the def2-TZVPD basis set.

XYZ file:
```
85
Properties=species:S:1:pos:R:3:forces:R:3
C 4.4681 -0.7724 3.5409 -0.4294 -0.5061 -0.1291
C 3.6730 -2.1074 3.9031 0.9377 0.2637 -0.0352
O 2.4898 -1.8496 4.6629 -0.3449 0.1026 -1.1003
C 1.4137 -2.7108 4.2810 -0.2514 -1.0287 0.6582
C 0.0576 -2.3152 4.9577 0.0111 -0.4142 0.6331
N -0.7162 -1.2528 4.2496 0.2672 0.4739 -1.3028
C 0.0514 -0.2811 3.4901 -0.5855 -1.3654 -0.4469
O 0.6208 0.6595 3.9624 0.1063 -0.4306 -0.5232
C -0.1162 -0.7337 2.0134 -1.2056 -0.9417 -2.2180
C 0.6404 -0.4261 0.8182 -0.5810 -0.4276 -0.1846
C 1.8965 0.4974 0.9875 -0.1474 -0.7134 0.7668
C 1.5629 1.9903 1.4157 0.1299 0.2888 -0.8890
C 0.1015 2.4686 1.0976 0.3312 0.4650 0.4280
Br -0.1062 4.2424 2.0001 0.0018 -0.7368 -0.5268
C 0.2259 -1.0045 -0.4774 -1.4362 -0.3578 1.7296
C 1.0761 -0.6936 -1.7447 0.6057 -0.1493 0.4030
C 1.2985 0.8534 -2.0258 1.1820 0.2148 -0.4550
C 2.7963 1.1983 -2.3137 1.7920 0.8616 -0.4131
C 3.3832 2.4822 -1.8674 0.3231 -1.7881 -0.9952
C 4.7774 2.8043 -2.1559 -0.9914 -0.2139 -0.6918
C 5.7090 1.8366 -2.9298 -2.0117 -1.3230 -0.2688
C 5.1084 0.5525 -3.3681 -1.3243 1.5074 1.1054
C 3.7074 0.2775 -3.0760 0.7868 1.2611 0.2954
C -0.9767 -1.8929 -0.5420 0.2506 0.3027 1.1927
C -1.4056 -2.4731 -1.9275 0.9782 0.8327 0.0802
C -2.0283 -1.3201 -2.8534 -1.1254 -1.8795 -0.5658
C -3.1994 -1.8913 -3.7669 1.1331 0.3318 -0.3120
O -2.6019 -0.2526 -2.0927 0.9861 0.2379 -1.0407
C -1.9239 0.9868 -2.2534 -0.7487 1.6307 1.1461
C -2.8926 2.2214 -2.1780 -0.9401 0.9423 -0.0306
C -3.6635 2.5512 -0.9652 -0.1816 1.6744 -1.8959
C -4.5086 3.7450 -0.9893 0.6341 -0.4468 -0.8938
C -4.6271 4.6008 -2.1597 1.5357 -1.7164 -0.6816
C -3.8400 4.2716 -3.3700 0.1273 -1.4333 1.9120
C -2.9976 3.0901 -3.3512 -0.6131 0.3912 1.3585
C -1.7575 -2.2253 0.6761 1.4938 1.2412 0.2329
C -2.9907 -3.1717 0.6824 0.1737 0.2719 -0.4594
C -4.2735 -2.5666 1.3717 -0.9469 -0.7515 0.7732
O -4.2205 -1.1403 1.5362 0.0807 -0.5333 0.2384
C -1.2819 -1.6341 1.9160 1.0040 1.1123 -0.4660
C -1.7809 -1.7489 3.3885 0.7751 -0.2309 -0.0151
O -2.7962 -2.1640 3.8681 0.4562 -0.1761 -0.6580
H 3.9073 0.1156 3.9337 0.5923 -0.7620 -0.2926
H 5.5222 -0.7940 3.9258 -1.1021 0.0842 -0.1909
H 4.5267 -0.7154 2.4188 -0.0156 0.1619 0.9136
H 3.4097 -2.6387 2.9514 0.2062 0.3112 0.7822
H 4.3596 -2.7531 4.5092 -0.6461 0.2911 -0.5487
H 1.2787 -2.7865 3.1656 0.2116 0.3061 0.8112
H 1.6733 -3.7570 4.6310 -0.4101 0.9245 -0.3103
H -0.5962 -3.2339 4.9435 0.6286 0.9643 0.1241
H 0.1850 -2.0069 6.0277 0.1534 -0.3591 -0.9884
H 2.4844 0.0429 1.8370 -0.5546 0.4797 -0.8354
H 2.5915 0.4450 0.0991 -0.8380 0.0765 0.7628
H 2.2651 2.6689 0.8412 -0.6939 -0.5164 0.6321
H 1.7857 2.1598 2.4945 -0.3613 -0.3307 -0.8837
H -0.0962 2.6787 0.0154 0.1300 -0.2801 1.0084
H -0.7024 1.8277 1.5250 0.7716 0.4602 -0.3803
H 2.0898 -1.1629 -1.5651 -1.0033 0.4299 -0.1582
H 0.6968 -1.1546 -2.6878 0.1016 0.2743 1.0399
H 0.7398 1.1507 -2.9527 0.4441 -0.2199 0.7532
H 0.9496 1.5201 -1.2012 0.3056 -0.6761 -0.7208
H 2.7323 3.1935 -1.2969 0.8672 -0.6257 -0.6197
H 5.1901 3.7904 -1.8074 -0.6186 -0.6698 -0.9251
H 6.7779 2.0653 -3.1834 -1.2780 0.1743 -0.0317
H 5.7344 -0.1796 -3.9282 -0.6597 0.6984 0.5171
H 3.3020 -0.6891 -3.4559 0.3007 0.9285 0.4144
H -0.4524 -2.8140 -2.4300 -1.0671 0.1336 0.4071
H -2.0579 -3.3749 -1.8736 0.4265 0.9472 0.1654
H -1.2189 -1.0131 -3.5654 -0.6304 0.3288 0.7435
H -2.8859 -2.8537 -4.2552 -0.3168 0.7570 0.5885
H -4.1424 -2.0272 -3.1877 0.7905 0.1732 -0.4639
H -3.3166 -1.1504 -4.6068 -0.3313 -0.7005 0.9068
H -1.2386 1.1027 -1.3589 -0.2854 -0.1187 -0.9252
H -1.3643 1.0967 -3.2170 -0.4281 -0.4446 0.6941
H -3.6069 1.9349 -0.0420 -0.0313 0.4355 -0.8937
H -5.0917 4.0205 -0.0744 0.6385 -0.3795 -0.9797
H -5.2938 5.4928 -2.1896 0.6527 -0.9066 0.2530
H -3.8866 4.9005 -4.2831 -0.0383 -0.5162 0.8484
H -2.3677 2.8161 -4.2335 -0.7776 0.3887 0.7398
H -2.6776 -4.1310 1.1871 -0.4463 0.9946 -0.3499
H -3.2723 -3.4532 -0.3613 0.4075 0.3175 0.8750
H -5.2261 -2.8024 0.8110 1.2424 0.0089 0.1332
H -4.4014 -3.0716 2.3717 0.2561 0.6526 -0.9788
H -4.7197 -0.9496 2.3482 0.3096 -0.0045 -0.4128
Hg 6.0607 1.7881 -0.6910 0.8581 -1.0358 2.0211
```
Positions in Å, forces in eV/Å.

Calculated values
Calculated total energy = -4516.340399 Ha
HOMO energy = -12.755 eV
Gap between HOMO and LUMO = 1.6 eV
Spin multiplicity = 1
Net charge = +2
Relative energy (zero: lowest compared OMol25 entry of this formula, charge and spin) = 0.000 eV

Löwdin atomic charge list, values in e, 4 entries: C -0.075; C -0.244; O -0.159; C -0.192